DFT (wB97M-V/def2-TZVPD) results for C10H14Br3ClNO2S2 as an isolated structure in a non-equilibrium geometry.

XYZ file:
```
33
Properties=species:S:1:pos:R:3:forces:R:3
Br 6.596554 -2.234106 1.359200 -0.28 0.01 -0.37
Br 4.007697 -1.440772 -0.371765 1.76 -0.79 -0.55
Br 5.723601 -4.044147 -1.146078 -0.09 0.45 0.21
Cl -1.763511 0.649331 -2.545524 1.31 0.52 2.65
S 1.998031 1.023584 2.995618 -0.49 -0.09 -1.25
S -4.690898 -0.155595 2.061261 0.27 0.46 -0.35
O 0.197875 -2.907489 -0.957625 -2.72 -0.91 0.94
O 1.295526 -2.390395 -1.557433 2.44 2.09 -1.09
N -1.131881 1.567064 0.101312 2.74 -1.75 0.65
C -0.760081 0.741324 -1.017420 2.32 -1.12 0.97
C 1.446539 -0.065302 0.239709 -3.68 2.30 0.24
C 1.026144 0.845064 1.433475 -1.84 0.08 -3.39
C -3.733357 0.050101 0.460692 0.17 0.19 -0.71
C -2.381608 2.383070 0.136333 -1.19 1.31 -0.65
C -0.286782 1.636278 1.289898 2.07 -2.06 -1.01
C 0.525981 -0.130724 -0.999899 -0.03 2.12 2.36
C 0.967045 -1.108231 -2.199550 -1.98 -0.52 0.90
C 5.770820 -2.258818 -0.394363 0.54 -0.27 -0.01
C -3.746567 1.565249 -0.062763 -0.29 0.19 0.40
H -4.450469 1.044456 2.717287 0.11 -0.84 -0.87
H 0.059792 -1.348146 -2.873321 1.51 0.79 0.93
H -4.210005 -0.589864 -0.374458 0.48 0.86 1.72
H 2.425787 -0.666072 0.342669 -2.68 1.35 0.15
H -2.287080 3.161132 -0.714273 -0.16 -1.24 1.39
H -0.628076 2.285616 2.175419 0.37 -1.05 -1.84
H -4.551298 2.120678 0.552913 1.33 -0.77 -1.14
H -2.702126 -0.396910 0.643688 -1.20 0.83 -0.39
H 0.217835 -2.765370 0.019101 0.70 0.22 -0.83
H -2.430851 2.978397 1.119562 0.45 -1.17 -1.49
H -4.064303 1.634836 -1.154888 0.51 -0.26 1.52
H 6.394109 -1.652350 -1.049667 -0.23 -0.10 0.16
H 1.860440 -0.736158 -2.795776 -1.09 -0.61 1.02
H 3.305116 1.204272 2.566667 -1.17 -0.21 -0.29
```
Positions in Å, forces in eV/Å.

Total charge: +1
E_HOMO, eV: -11.928
E, hartree: -9572.74533